Record 1
C3H4N2 | the ωB97M-V functional and the def2-TZVPD basis

Cartesian coordinates (Å):
C -0.60 -0.40 -0.14
C -1.90 -0.33 -0.09
N 0.57 -0.75 -0.13
N 2.40 0.69 0.04
C 1.17 0.41 0.24
H 2.88 -0.20 -0.16
H 0.38 1.25 0.29
H -2.48 -1.24 -0.25
H -2.42 0.57 0.20

Calculated values
HOMO-LUMO gap	8.08	eV
E_LUMO	-0.63	eV

Record 2
C3H4N2 | the ωB97M-V functional and the def2-TZVPD basis

Cartesian coordinates (Å):
C 0.66 0.74 0.00
C 1.07 -0.58 0.01
N 0.03 -1.43 -0.04
N -1.02 -0.61 0.04
C -0.72 0.72 0.01
H 1.32 1.63 -0.09
H 2.11 -0.91 0.13
H -1.95 -1.05 -0.03
H -1.49 1.49 -0.03

Calculated values
HOMO-LUMO gap	10.49	eV
E_LUMO	1.06	eV
SMILES string	c1cn[nH]c1

Record 3
C3H4N2 | the ωB97M-V functional and the def2-TZVPD basis

Cartesian coordinates (Å):
C -1.32 -0.23 0.56
C -0.69 0.41 -0.48
N 0.51 -0.06 -0.95
C 1.76 0.06 -0.31
N 1.20 -1.02 0.09
H -2.29 0.16 0.88
H -0.47 -0.81 1.13
H -1.18 0.91 -1.22
H 2.48 0.58 0.29

Calculated values
HOMO-LUMO gap	9.28	eV
E_LUMO	0.42	eV
SMILES string	C=CN1C=N1

Record 4
C3H4N2 | the ωB97M-V functional and the def2-TZVPD basis

Cartesian coordinates (Å):
C -0.97 -0.19 0.10
C -0.15 0.31 1.16
N 1.10 0.47 0.78
N 1.12 0.16 -0.54
C -0.14 -0.21 -0.98
H -2.00 -0.52 0.15
H -0.47 0.61 2.14
H 1.90 -0.43 -0.77
H -0.39 -0.20 -2.03

Calculated values
HOMO-LUMO gap	10.75	eV
E_LUMO	1.13	eV
SMILES string	c1cn[nH]c1

Record 5
C3H4N2 | the ωB97M-V functional and the def2-TZVPD basis

Cartesian coordinates (Å):
N -0.90 -1.10 0.41
C -0.91 1.23 -0.15
C 0.30 1.15 0.02
C 1.35 -0.93 0.05
N 0.23 -1.43 0.08
H -1.79 -0.92 0.00
H -1.80 1.82 -0.32
H 1.24 1.56 0.22
H 2.27 -1.38 -0.30

Calculated values
HOMO-LUMO gap (spin up / spin down)	9.46 / 9.46	eV
E_LUMO (spin up / spin down)	0.61 / 0.61	eV

Record 6
C3H4N2 | the ωB97M-V functional and the def2-TZVPD basis

Cartesian coordinates (Å):
C -0.84 0.33 -0.63
C -0.89 0.45 0.81
N 0.16 -0.16 1.35
N 0.90 -0.58 0.35
C 0.35 -0.33 -0.85
H -1.54 0.62 -1.41
H -0.79 1.25 1.53
H 1.80 -0.96 0.60
H 0.86 -0.63 -1.75

Calculated values
HOMO-LUMO gap	10.32	eV
E_LUMO	1.02	eV
SMILES string	c1cn[nH]c1

Energy relative to the best compared isomer or geometry (same formula, charge and spin) readings, ordered: 93.9, 14.8, 121.2, 22.5, 167.0, 44.7 kcal/mol